[1]
85
Properties=species:S:1:pos:R:3:forces:R:3 method="wB97M-V/def2-TZVPD" multiplicity=6 s_squared=8.80 charge=-2 gap_ev="2.01 / 6.44"
Mn 0.275 -0.342 -1.038 -1.9 -0.3 3.5
N -1.471 -1.152 0.235 0.2 0.6 -0.1
N -0.454 -2.471 -2.260 0.5 2.1 -1.4
C 2.003 0.847 -1.488 -0.3 -0.6 0.5
C 2.367 -0.444 -0.945 0.3 1.3 1.2
C 1.848 -0.510 0.411 0.9 1.1 -0.9
C 2.107 -1.596 1.386 -0.2 -0.4 0.4
H 2.134 -2.578 0.902 -0.1 0.1 0.0
H 1.319 -1.616 2.151 0.3 -0.1 -0.2
H 3.063 -1.467 1.915 -0.1 0.1 -0.1
C 1.165 0.730 0.683 0.9 0.3 -1.4
C 0.617 1.191 1.981 -0.5 -0.3 0.5
H 1.381 1.692 2.598 -0.1 -0.1 -0.2
H 0.233 0.343 2.561 0.0 0.3 -0.1
H -0.202 1.906 1.830 0.1 -0.1 0.1
C 1.205 1.534 -0.508 1.2 -0.5 0.6
C 0.659 2.907 -0.688 -0.3 0.3 -0.1
H -0.126 3.108 0.051 0.1 0.1 -0.2
H 0.212 3.021 -1.689 0.1 0.0 0.3
H 1.437 3.682 -0.583 -0.2 -0.2 0.0
C 3.226 -1.461 -1.609 0.2 -0.3 -0.2
H 4.282 -1.356 -1.311 -0.2 -0.1 -0.1
H 3.179 -1.347 -2.702 0.0 -0.2 0.3
H 2.901 -2.481 -1.351 0.1 0.2 -0.1
C 2.463 1.473 -2.753 -0.1 0.2 -0.5
H 1.595 1.873 -3.300 0.4 -0.1 0.0
H 2.988 0.761 -3.402 -0.2 0.2 0.1
H 3.142 2.322 -2.559 -0.1 -0.3 0.0
C -2.329 -0.682 1.171 -0.2 -1.4 -0.4
H -2.451 0.404 1.258 0.2 -0.5 -0.1
C -3.039 -1.566 1.988 0.1 0.6 -0.3
H -3.747 -1.155 2.713 0.3 -0.3 -0.1
C -2.780 -2.943 1.891 0.4 0.1 -0.4
H -3.269 -3.631 2.573 0.0 0.0 -0.1
C -1.885 -3.415 0.937 -0.1 0.4 0.4
H -1.621 -4.472 0.831 -0.3 0.4 0.1
C -1.258 -2.487 0.064 0.2 0.0 0.2
C -0.296 -2.890 -0.939 0.0 -1.2 1.2
H 0.106 -3.903 -0.857 -0.3 0.2 0.0
C -0.578 -1.101 -2.468 0.4 -2.6 -3.2
C -0.150 -3.119 -3.474 -0.6 0.4 1.1
H 0.048 -4.171 -3.545 0.0 -0.1 0.1
C -0.230 -2.181 -4.435 -0.4 1.0 -0.3
H -0.122 -2.261 -5.500 0.0 -0.1 0.0
N -0.530 -0.958 -3.834 -0.3 -1.0 -0.2
C -0.738 0.318 -4.426 0.5 0.5 -0.2
C 0.172 0.817 -5.374 -0.3 0.4 0.7
C 0.053 2.163 -5.753 -0.2 -0.3 -0.1
H 0.770 2.568 -6.472 -0.3 -0.1 0.2
C -0.920 2.997 -5.208 0.0 -0.2 0.2
C -1.041 4.431 -5.628 0.1 0.2 -0.2
H -0.872 5.115 -4.789 0.0 -0.1 0.0
H -2.044 4.643 -6.014 0.1 0.0 0.0
H -0.318 4.670 -6.412 -0.1 0.0 0.1
C -1.795 2.477 -4.248 0.3 -0.4 -0.3
H -2.530 3.138 -3.787 0.1 -0.2 -0.1
C -1.734 1.135 -3.866 0.2 0.4 -0.3
C -2.717 0.616 -2.874 -0.5 0.1 0.9
H -3.379 -0.157 -3.286 0.2 0.1 0.0
H -3.340 1.443 -2.522 -0.1 -0.1 -0.1
H -2.220 0.187 -1.988 -0.5 0.3 -0.4
C 1.317 -0.001 -5.876 0.4 0.1 -0.4
H 1.007 -0.778 -6.586 0.1 0.1 0.1
H 1.880 -0.478 -5.062 -0.2 0.0 -0.1
H 2.013 0.658 -6.405 -0.1 -0.2 0.0
C -2.018 0.879 4.821 0.1 -0.4 -0.2
N -1.144 0.279 5.826 -0.3 0.2 0.0
C -1.873 -0.284 6.965 0.0 0.0 0.0
C -0.148 -0.583 5.332 0.6 -0.4 0.0
S -0.373 -1.648 4.043 -0.2 0.3 0.4
N 1.030 -0.520 5.980 -0.3 0.4 -0.2
C 1.181 0.245 7.215 0.3 0.2 -0.1
C 2.181 -1.251 5.465 -0.1 -0.1 0.0
H -2.749 1.514 5.335 0.2 -0.1 -0.1
H -2.540 0.107 4.232 0.0 0.2 0.1
H -1.423 1.492 4.132 -0.1 -0.1 0.2
H -2.253 -1.293 6.742 0.0 0.1 0.0
H -1.221 -0.333 7.842 -0.2 -0.1 -0.1
H -2.719 0.372 7.192 0.2 -0.1 0.1
H 2.212 0.612 7.277 -0.3 0.0 0.0
H 0.480 1.086 7.200 0.3 -0.2 0.1
H 0.981 -0.382 8.100 0.0 0.0 0.0
H 2.285 -1.071 4.385 -0.1 -0.1 0.4
H 3.073 -0.894 5.987 -0.2 -0.1 -0.1
H 2.059 -2.334 5.613 0.1 0.2 0.0

***

[2]
90
Properties=species:S:1:pos:R:3:forces:R:3 method="wB97M-V/def2-TZVPD" multiplicity=1 charge=-1 gap_ev=6.88
Sn -0.549 -0.266 -0.489 -0.1 0.0 -0.4
C 3.690 0.920 0.783 -0.3 -0.2 -0.1
P 2.503 -0.340 0.077 1.0 0.6 -0.2
C 2.765 -1.537 1.424 0.5 -0.2 -0.1
N 3.852 -2.245 1.461 -0.1 0.1 0.0
C 4.035 -3.072 2.523 -0.4 0.0 0.5
C 5.195 -3.858 2.601 0.1 -0.1 0.2
C 5.432 -4.613 3.720 0.1 0.1 -0.3
C 4.520 -4.613 4.784 -0.3 0.1 0.2
C 3.362 -3.878 4.717 0.2 -0.2 0.0
C 3.091 -3.097 3.580 0.5 -0.1 -0.4
N 1.949 -2.360 3.505 -0.1 0.2 -0.1
C 1.772 -1.618 2.452 0.2 -0.4 0.3
P 0.249 -0.627 2.238 -0.4 0.6 1.1
C 0.807 0.876 3.190 -0.1 -0.2 -0.4
C -0.991 -1.341 3.467 0.0 -0.1 0.0
C -0.525 -1.310 4.925 0.1 0.1 -0.1
C -2.254 -0.495 3.283 0.2 0.0 -0.2
C -1.302 -2.776 3.064 0.2 -0.1 -0.2
C 3.537 -0.951 -1.387 0.1 -0.1 0.0
C 5.036 -1.071 -1.103 -0.1 0.0 0.1
C 3.285 0.086 -2.488 -0.2 0.0 0.2
C 3.005 -2.304 -1.840 -0.2 0.0 0.1
H 4.617 0.432 1.072 0.1 0.1 0.0
H 3.242 1.377 1.659 0.0 0.1 0.1
H 3.882 1.706 0.059 0.1 0.1 -0.1
H 5.886 -3.843 1.770 0.0 0.0 -0.1
H 6.331 -5.207 3.787 0.1 -0.1 0.0
H 4.741 -5.197 5.666 0.0 -0.1 0.1
H 2.651 -3.887 5.529 -0.1 0.0 0.1
H 1.442 0.589 4.026 0.0 0.1 0.0
H -0.065 1.420 3.543 -0.1 0.1 0.1
H 1.347 1.532 2.511 0.1 0.1 0.0
H -0.368 -0.296 5.284 0.0 0.1 0.1
H 0.394 -1.881 5.030 0.0 0.1 0.1
H -1.288 -1.773 5.551 -0.2 0.0 0.0
H -2.114 0.527 3.636 0.0 0.1 0.0
H -3.085 -0.933 3.839 0.0 -0.1 0.0
H -2.515 -0.469 2.222 -0.2 0.0 0.0
H -0.411 -3.394 3.116 0.1 -0.2 0.1
H -1.665 -2.807 2.043 -0.1 -0.1 0.0
H -2.065 -3.200 3.717 -0.1 0.0 0.2
H 5.499 -0.104 -0.921 0.1 0.1 0.0
H 5.530 -1.512 -1.969 0.0 0.0 -0.2
H 5.198 -1.719 -0.245 0.1 0.1 -0.1
H 3.696 1.058 -2.217 0.0 0.2 0.0
H 2.209 0.193 -2.654 0.1 0.0 -0.1
H 3.753 -0.229 -3.422 0.0 -0.1 0.0
H 3.110 -3.040 -1.047 0.0 -0.1 0.0
H 3.547 -2.653 -2.721 0.1 0.1 -0.1
H 1.947 -2.249 -2.082 -0.1 -0.1 -0.1
C -3.581 -0.595 -4.219 0.1 -0.1 0.1
C -3.005 -1.351 -3.018 0.2 0.2 0.1
C -3.999 -1.403 -1.894 0.1 0.1 0.0
C -4.965 -2.393 -1.908 0.0 0.0 0.0
C -5.944 -2.458 -0.934 -0.1 0.0 0.0
C -5.978 -1.488 0.048 0.0 -0.1 -0.1
C -5.034 -0.470 0.092 0.2 0.1 0.1
C -5.165 0.544 1.200 -0.1 0.1 -0.1
C -6.322 1.512 0.930 0.2 0.0 0.1
C -4.010 -0.439 -0.870 -0.8 -0.6 -0.1
N -2.939 0.441 -0.759 0.6 0.4 0.4
C -3.078 1.718 -0.664 -0.5 -0.5 -0.4
C -1.993 2.556 -0.373 0.4 0.6 0.2
C -1.933 3.952 -0.403 -0.3 -0.1 0.0
C -0.631 4.292 -0.070 0.1 0.4 0.0
C 0.033 3.092 0.151 0.4 -0.2 0.0
N -0.773 2.045 -0.024 -0.3 -0.2 0.3
H -2.859 -0.567 -5.033 0.0 0.0 -0.1
H -3.837 0.430 -3.950 0.0 0.1 0.0
H -4.486 -1.092 -4.569 -0.1 0.0 -0.1
H -2.077 -0.864 -2.689 -0.2 -0.3 -0.2
H -2.748 -2.370 -3.316 0.1 0.1 0.1
H -4.931 -3.142 -2.687 0.0 -0.1 -0.1
H -6.672 -3.257 -0.944 0.0 0.0 0.0
H -6.739 -1.517 0.818 -0.1 0.0 0.0
H -4.245 1.115 1.329 0.0 -0.1 0.1
H -5.367 0.015 2.134 0.1 0.0 0.0
H -6.164 2.054 0.000 0.0 0.1 -0.1
H -6.416 2.239 1.736 0.0 0.1 0.1
H -7.262 0.970 0.839 -0.1 0.0 0.0
H -4.042 2.201 -0.845 -0.1 -0.1 0.0
H -2.744 4.613 -0.650 -0.1 0.1 0.0
H -0.218 5.282 0.003 0.1 0.1 0.0
H 1.062 2.927 0.409 0.3 0.1 0.1
O -0.485 -4.714 -0.351 -0.3 -2.1 0.5
Se -0.360 -3.155 -0.485 0.1 -0.6 -0.4
O -0.172 -2.644 -1.988 0.2 0.4 -1.8
O 0.876 -2.542 0.384 0.6 0.1 0.5
O -1.662 -2.322 0.069 -1.1 1.2 0.4